# 1
41
Properties=species:S:1:pos:R:3:forces:R:3:mulliken_charge:R:1 method="wB97M-V/def2-TZVPD" multiplicity=2 e_homo_ev="-14.14 / -14.14" s2=0.764 total_charge=+1
O -3.066928 1.411727 0.031265 1.0 -0.3 -0.2 -0.29
C -1.950480 1.811880 -0.103027 -2.7 -1.2 0.2 -0.66
C -0.676167 0.912379 -0.237378 1.8 0.3 2.8 1.84
C 0.337064 1.499578 -1.263118 -1.9 0.2 -2.0 -0.60
C 1.556253 0.523244 -1.297147 0.4 0.9 -0.3 0.00
C 1.174540 -0.828372 -1.831929 -0.6 1.6 -0.6 0.02
O 1.232498 -1.825194 -1.183335 0.6 -1.0 0.1 -0.46
N -0.171996 1.092802 1.161280 -1.2 -3.4 -2.5 -0.06
H -1.858906 2.841463 0.008244 1.2 2.4 -0.2 0.50
H -1.043595 -0.162408 -0.338891 0.4 1.5 -0.3 -0.69
H -0.391839 1.711239 -2.196730 2.2 -1.1 1.3 0.39
H 0.717546 2.520712 -1.069325 -0.4 -0.5 0.7 0.32
H 2.444899 0.896250 -1.860140 -0.9 0.1 0.0 0.46
H 1.936281 0.460855 -0.268103 -0.3 0.0 -0.4 -0.26
H 0.697542 -0.757830 -2.840749 0.3 -0.4 0.1 0.38
H 0.778660 1.408444 1.247173 0.9 1.1 0.4 0.07
H -0.246408 0.179136 1.659665 -0.2 1.0 0.4 0.21
H -0.560414 -2.679522 -2.298250 -0.9 -0.6 0.6 0.31
H -1.969581 -2.110511 -2.153169 0.0 -0.6 -0.3 0.47
O -1.393568 -2.824919 -1.788992 1.0 0.7 -0.3 -0.71
H -3.521649 -0.765055 -3.047865 -2.6 0.0 -1.8 0.30
H -2.964941 -0.613916 -1.649635 0.6 -0.6 -2.7 0.36
O -2.690853 -0.793069 -2.666013 1.6 1.3 4.2 -0.68
H -0.596500 -2.258670 -0.054727 0.4 -1.3 0.3 0.11
H 0.217445 -3.468874 0.522484 0.2 -0.3 -0.4 0.32
O -0.320278 -2.721815 0.770815 -0.9 1.3 0.5 -0.69
H 3.190896 1.449698 1.784254 5.6 -3.3 -1.0 0.22
H 2.358240 2.133177 2.973103 0.9 -0.9 -1.8 0.32
O 2.455870 1.865765 2.005864 -6.3 3.8 3.2 -0.69
H 0.482114 3.683270 1.065937 0.6 0.6 0.2 0.31
H 1.979702 3.375415 1.445693 -1.7 2.3 -1.2 0.45
O 1.348218 4.138933 1.090650 0.8 -2.5 0.7 -0.65
H 0.841789 -1.943973 3.749591 0.0 -2.5 4.0 0.24
H 0.205250 -2.027247 2.200747 1.1 -0.1 1.9 0.45
O 0.751284 -1.574319 2.946486 -1.0 2.7 -6.2 -0.66
H -2.821462 -1.930186 -0.008754 -1.1 0.6 -0.3 0.37
H -3.363656 -0.701566 0.705408 -0.4 0.4 0.4 0.33
O -3.440135 -1.154857 -0.132189 1.5 -1.6 0.2 -0.69
H 2.495147 -1.033179 1.655354 -1.4 -0.9 1.9 0.38
H 2.744211 -0.976610 0.256187 -2.8 -2.3 -6.4 0.27
O 3.103908 -0.763875 1.009264 4.3 2.7 5.0 -0.63

***

# 2
15
Properties=species:S:1:pos:R:3:forces:R:3:mulliken_charge:R:1 method="wB97M-V/def2-TZVPD" multiplicity=1 e_homo_ev=-9.51 total_charge=0
C 2.075209 0.039448 -0.539063 0.1 0.0 0.0 -1.13
C 0.716322 -0.600962 -0.470745 -0.2 0.1 -0.1 -0.01
C -0.427941 -0.001042 -0.802937 0.2 -0.1 0.0 -0.36
C -1.796128 -0.604081 -0.661274 0.0 -0.1 0.0 -1.04
H 2.000490 1.132430 -0.554591 0.0 -0.2 -0.1 0.27
H 2.622934 -0.272537 -1.435744 -0.1 0.0 0.1 0.34
H 2.685541 -0.242392 0.325984 -0.1 0.0 -0.1 0.33
H 0.675350 -1.629285 -0.106153 0.0 0.1 0.0 0.28
H -0.389336 1.027226 -1.172705 0.0 -0.2 0.0 0.37
H -2.206189 -0.899514 -1.633767 0.0 0.1 0.1 0.36
H -1.772656 -1.488229 -0.016043 0.0 0.1 -0.1 0.27
H -2.485149 0.115468 -0.207700 0.1 -0.1 -0.1 0.31
O -0.801990 1.088413 1.857043 0.1 0.2 0.1 -0.67
H -0.255379 0.481091 1.338105 -0.1 0.0 0.1 0.37
H -0.729811 1.912617 1.361771 -0.1 0.0 0.2 0.32

***

# 3
64
Properties=species:S:1:pos:R:3:forces:R:3:mulliken_charge:R:1 method="wB97M-V/def2-TZVPD" multiplicity=3 e_homo_ev="-7.57 / -7.66" s2=2.009 total_charge=0
Pd 0.153954 -0.369253 -1.349703 -1.0 0.2 0.7 0.28
Cl 2.518897 -0.544260 -7.792209 0.0 0.0 0.0 -0.27
C 1.507835 -0.340118 -6.390177 0.1 0.0 0.1 0.45
C 0.155145 -0.280917 -6.533416 -0.2 0.0 0.1 -0.53
C -0.697492 -0.117781 -5.413794 0.3 0.0 -0.4 -0.35
I -2.744491 -0.039967 -5.699965 -0.1 0.0 0.0 0.05
C -0.185687 -0.007453 -4.142530 0.0 0.2 0.7 0.80
O -0.891336 0.166803 -3.048756 0.0 -0.2 -1.0 -0.40
C 1.245951 -0.080631 -4.012212 -0.1 0.0 0.2 0.10
N 1.720439 -0.004623 -2.735674 0.4 0.0 -0.3 -0.50
C 3.009392 -0.086862 -2.507318 0.1 0.1 -0.1 -0.33
C 3.940201 -0.243614 -3.550310 -0.1 0.0 0.0 -0.99
C 3.489618 -0.328927 -4.837526 0.0 0.0 0.0 -0.67
C 2.105445 -0.245508 -5.104576 0.1 0.0 -0.2 0.40
H -0.275435 -0.363583 -7.521677 0.0 0.0 0.0 0.41
H 3.324457 -0.045353 -1.472221 0.0 0.0 0.0 0.60
H 4.992986 -0.309721 -3.316891 0.0 0.0 0.0 0.42
H 4.178113 -0.466080 -5.660360 0.0 0.0 0.0 0.41
C -3.286302 3.099675 2.412945 0.0 0.0 0.0 -0.59
C -2.662434 2.345060 3.397977 0.0 0.0 0.0 -0.66
C -1.654614 1.453035 3.060615 -0.1 0.0 0.0 -0.33
C -1.271767 1.306895 1.731303 -0.1 0.1 0.0 0.26
C -1.898364 2.063289 0.747160 0.0 0.1 0.0 -0.64
C -2.901183 2.962860 1.087459 0.0 0.0 0.0 -0.54
As 0.129346 0.095333 1.186803 0.6 -0.5 -0.3 1.51
C -0.166276 -1.497078 2.249849 0.0 0.1 0.1 0.53
C -0.726698 -2.612352 1.639022 -0.1 -0.1 0.0 -0.70
C -0.974264 -3.762469 2.378429 0.0 0.0 0.0 -1.09
C -0.655170 -3.806540 3.726914 0.0 0.0 0.0 -0.52
C -0.074983 -2.701530 4.336948 0.0 0.0 0.0 -0.87
C 0.171596 -1.552831 3.599959 0.0 0.0 0.1 0.13
C 1.676400 0.888808 2.037619 -0.1 0.2 0.1 0.34
C 2.742033 0.107121 2.469709 0.1 0.0 -0.1 -0.32
C 3.865926 0.712452 3.014793 0.0 0.0 0.0 -0.84
C 3.936033 2.094606 3.120879 0.0 0.0 0.0 -0.49
C 2.878390 2.875999 2.678604 0.0 0.0 0.0 -0.64
C 1.749270 2.275094 2.139154 0.1 0.0 0.1 -0.54
H -4.072437 3.794125 2.679622 0.0 0.0 0.0 0.37
H -2.960485 2.451248 4.433097 0.0 0.0 0.0 0.41
H -1.178860 0.872978 3.840179 0.0 0.0 0.0 0.31
H -1.614053 1.947465 -0.293425 0.0 0.0 0.0 0.50
H -3.380773 3.551127 0.315525 0.0 0.0 0.0 0.46
H -0.962167 -2.601570 0.580944 0.0 0.0 0.0 0.63
H -1.409502 -4.625936 1.891970 0.0 0.0 0.0 0.45
H -0.844941 -4.704317 4.300728 0.0 0.0 0.0 0.39
H 0.193458 -2.734798 5.384951 0.0 0.0 0.0 0.41
H 0.651669 -0.709605 4.082002 0.0 0.0 0.0 0.43
H 2.709918 -0.968310 2.360289 0.0 0.0 0.0 0.48
H 4.690939 0.097559 3.350603 0.0 0.0 0.0 0.40
H 4.814536 2.561442 3.547221 0.0 0.0 0.0 0.39
H 2.926602 3.954547 2.756584 0.0 0.0 0.0 0.41
H 0.924382 2.897110 1.810596 0.0 0.0 0.0 0.35
O 2.581600 -1.973227 0.061792 0.0 0.4 0.2 -0.39
S 1.829723 -2.890344 -0.799833 -0.3 -0.7 -0.4 0.14
N 0.624125 -2.446926 -1.555648 0.3 0.3 0.5 -0.27
C -3.701543 0.594642 -1.690056 -0.1 0.2 -0.1 -0.72
S -2.836313 -0.747307 -0.871187 0.1 -0.3 -0.1 0.22
C -3.812434 -0.865489 0.632255 0.0 0.1 0.2 -0.69
H -4.622117 0.242467 -2.153849 0.0 0.0 0.1 0.37
H -3.042969 0.976247 -2.467308 0.0 0.0 0.0 0.18
H -3.931723 1.385062 -0.974361 0.0 0.0 0.0 0.14
H -3.859906 0.100936 1.138276 0.0 0.0 0.0 0.06
H -3.321947 -1.577509 1.294036 0.0 0.0 0.0 0.25
H -4.819715 -1.221196 0.418167 0.0 0.0 0.0 0.42